# 1
The following is a quantum chemistry calculation of a structure of composition C30H30N6Ti at a distorted geometry, from the OMol25 dataset.

Results
frontier orbital gap (spin up / spin down) = 0.1842 / 0.3777 Eh
charge = +1
2S+1 = 4

Cartesian coordinates (Å):
Ti 0.3200 0.1867 0.0367
N 1.1987 -1.4629 1.4726
C 0.5343 -2.0371 2.4824
C 0.9051 -3.2753 2.9840
C 1.9730 -3.9414 2.4072
C 2.6819 -3.3457 1.3783
C 2.2860 -2.0773 0.9744
H -0.2429 -1.4485 2.9534
H 0.3984 -3.7629 3.8057
H 2.3026 -4.8514 2.8941
H 3.6218 -3.7249 1.0016
H 2.8229 -1.5747 0.1801
N -0.7523 1.3585 1.8316
C -0.1120 1.2968 3.0214
C -0.7291 1.5771 4.2187
C -2.0387 2.0554 4.2410
C -2.6406 2.2766 3.0007
C -1.9651 1.9300 1.8406
H 0.9220 0.9797 2.9777
H -0.1669 1.4578 5.1366
H -2.5533 2.2307 5.1729
H -3.6288 2.7142 3.0348
H -2.3333 2.1260 0.8402
N -2.1085 -1.3637 0.1217
C -2.7121 -1.2842 -1.0656
C -3.8896 -1.9530 -1.3909
C -4.4923 -2.6738 -0.3720
C -3.9553 -2.7002 0.9050
C -2.7273 -2.0605 1.0744
H -2.2763 -0.5800 -1.7629
H -4.3720 -1.7508 -2.3354
H -5.4331 -3.1847 -0.5469
H -4.3869 -3.3433 1.6565
H -2.2413 -2.1219 2.0409
N 0.3903 -1.3227 -1.8959
C 0.7696 -0.8061 -3.0835
C 0.7483 -1.5199 -4.2685
C 0.4680 -2.8821 -4.2093
C 0.1823 -3.4650 -2.9869
C 0.1464 -2.6341 -1.8675
H 0.8191 0.2755 -3.1587
H 0.9929 -1.0277 -5.1984
H 0.4941 -3.4568 -5.1267
H -0.0333 -4.5208 -2.9247
H -0.2799 -3.0400 -0.9572
N -0.6353 2.0420 -1.2993
C -0.0756 3.1722 -0.8637
C -0.5283 4.4505 -1.1962
C -1.6198 4.5538 -2.0373
C -2.2269 3.3913 -2.5035
C -1.6947 2.1722 -2.1131
H 0.7599 3.2104 -0.1777
H -0.0363 5.3289 -0.8054
H -1.9970 5.5110 -2.3749
H -3.0516 3.5009 -3.1921
H -2.1334 1.2747 -2.5272
N 2.4808 1.3892 -0.1128
C 3.2533 1.2171 -1.2057
C 4.6036 1.5016 -1.2376
C 5.1702 2.1288 -0.1291
C 4.4012 2.3680 0.9872
C 3.0647 1.9751 0.9375
H 2.7262 0.7956 -2.0529
H 5.2431 1.3254 -2.0900
H 6.1851 2.4952 -0.2237
H 4.7887 2.8229 1.8865
H 2.4155 2.1019 1.7967


# 2
The following is a quantum chemistry calculation of a structure of composition C30H30N7OPtS2Si, from the OMol25 dataset.

Results
frontier orbital gap (spin up / spin down) = 0.1199 / 0.1695 Eh
charge = -1
ΔE to the lowest compared entry with this formula, charge and spin = 0.0 kJ/mol
2S+1 = 5

Cartesian coordinates (Å):
Pt 1.0927 0.3503 -0.2866
S -1.2015 0.1123 -0.8710
C -1.2607 0.6646 -2.4819
C -2.4959 0.6086 -3.1688
C -2.6210 1.0368 -4.4638
C -3.8984 0.9641 -5.1161
N -4.9281 0.9085 -5.6233
C -1.4850 1.5537 -5.1492
C -0.2799 1.6216 -4.5032
C -0.1233 1.1935 -3.1628
S 1.4027 1.3616 -2.4310
C -1.5966 2.0076 -6.5071
N -1.6807 2.3688 -7.5949
H -3.3591 0.2151 -2.6490
H 0.5861 2.0132 -5.0199
C 1.2676 4.0534 -0.1195
C 0.8853 3.5161 1.2268
C 0.8070 4.3353 2.3445
C 0.4676 3.7640 3.5616
C 0.2138 2.4104 3.6325
C 0.2798 1.6479 2.4635
N 0.6193 2.2110 1.2994
N 0.0309 0.2743 2.4694
Si -1.3903 -0.3484 3.3025
C -2.2773 -1.7124 2.3769
C -0.9852 -0.9912 5.0177
C -2.6333 1.0489 3.4249
H 2.2328 3.6451 -0.4254
H 1.3333 5.1403 -0.1042
H 0.5423 3.7411 -0.8702
H 1.0189 5.3920 2.2573
H 0.4240 4.3712 4.4575
H -0.0035 1.9283 4.5756
H -1.8016 -2.6865 2.4782
H -2.3838 -1.4873 1.3143
H -3.2827 -1.7883 2.8020
H -0.3107 -1.8488 4.9648
H -1.8971 -1.3159 5.5263
H -0.5060 -0.2313 5.6396
H -2.7595 1.5206 2.4467
H -2.3803 1.8279 4.1426
H -3.5986 0.6260 3.7156
N 8.5148 -7.5012 -1.4271
C 7.5885 -6.8020 -1.4603
C 6.4631 -5.9543 -1.5012
C 6.5836 -4.5545 -1.2584
C 5.4952 -3.7315 -1.2951
C 4.2044 -4.2534 -1.5835
C 4.0708 -5.6460 -1.8233
C 5.1604 -6.4671 -1.7836
N 3.0815 -3.4120 -1.5928
C 1.8577 -3.6712 -2.1801
C 1.0694 -2.5764 -1.9486
N 1.7757 -1.6560 -1.2424
C 2.9814 -2.1798 -1.0339
H 7.5623 -4.1374 -1.0565
H 5.6323 -2.6694 -1.1351
H 3.0952 -6.0757 -2.0131
H 5.0378 -7.5287 -1.9577
H 1.6724 -4.5745 -2.7300
H 0.0490 -2.4027 -2.2491
H 3.7659 -1.7191 -0.4611
C 2.5744 -0.6524 3.5257
O 2.3310 -0.1818 2.2143
C 1.0335 -0.4726 1.6663
C 0.7690 -1.9638 1.6971
H 2.6612 -1.7430 3.5620
H 1.7874 -0.3372 4.2196
H 3.5206 -0.2184 3.8455
H 0.5652 -2.3450 2.7051
H 1.6518 -2.4747 1.3151
H -0.0645 -2.2277 1.0491


# 3
The following is a quantum chemistry calculation of a structure of composition C30H31CeN3O4SiTe at a distorted geometry, from the OMol25 dataset.

Results
frontier orbital gap = 0.2127 Eh
charge = +2
ΔE to the lowest compared entry with this formula, charge and spin = 17.4 kJ/mol

Cartesian coordinates (Å):
Ce 1.1225 0.3671 -0.9608
C 3.1950 1.4124 2.6227
C 2.0144 0.8728 3.4005
C 1.2248 2.1476 3.6632
C 2.3621 0.1690 4.7170
Si 0.9829 -0.2847 2.2708
O 0.5047 0.7345 0.8674
C -0.5186 -1.1189 3.0532
C -1.1848 -2.1821 2.4305
C -2.3244 -2.7125 3.0283
C -2.8238 -2.2124 4.2149
C -2.1638 -1.1579 4.8241
C -1.0253 -0.6121 4.2552
C 2.0666 -1.3389 1.1399
C 3.3969 -1.6373 1.4292
C 4.0751 -2.6367 0.7776
C 3.5052 -3.3733 -0.2297
C 2.1939 -3.0971 -0.6068
C 1.5003 -2.0886 0.0830
H 3.6509 2.1665 3.2806
H 2.8148 1.9404 1.7326
H 3.9603 0.6829 2.4115
H 1.8472 2.9024 4.1262
H 0.3760 1.9826 4.3008
H 0.8543 2.5662 2.7379
H 2.8641 0.8651 5.3595
H 3.0290 -0.6507 4.5192
H 1.5103 -0.2417 5.2279
H -0.7878 -2.5804 1.4942
H -2.8326 -3.5028 2.5314
H -3.7569 -2.6306 4.6285
H -2.4789 -0.6862 5.7616
H -0.5146 0.2497 4.6831
H 3.8618 -1.1802 2.2721
H 5.0900 -2.8089 1.0486
H 4.0580 -4.1390 -0.7579
H 1.7374 -3.6668 -1.4150
H 0.4415 -1.9910 -0.1416
O 4.0130 -0.7089 -3.1648
N 3.1452 -0.0622 -2.7049
O 3.2423 0.5456 -1.5178
O 1.9561 0.1213 -3.1542
C -3.3381 0.2948 -2.7851
Te -1.8025 -0.6511 -1.5668
C -2.1248 -2.3008 -2.9388
C -3.5336 -2.1185 -3.4850
C -4.3051 -3.1985 -3.9498
C -5.5946 -2.9595 -4.3781
C -6.1533 -1.6797 -4.3598
C -5.3921 -0.6429 -3.8789
C -4.0926 -0.8536 -3.4644
H -2.8802 0.9724 -3.4958
H -3.9744 0.8874 -2.1324
H -2.0356 -3.2209 -2.3366
H -1.3293 -2.2873 -3.6680
H -3.9141 -4.1963 -3.9607
H -6.1854 -3.8338 -4.6322
H -7.1729 -1.4624 -4.6152
H -5.7675 0.3672 -3.8796
N 4.0097 6.5003 -2.8975
C 3.0898 5.8821 -2.6244
C 1.9459 5.0784 -2.2750
C 0.6861 5.6372 -2.2926
C -0.4176 4.8785 -1.9313
C -0.1904 3.5478 -1.5870
N 1.0083 2.9686 -1.5907
C 2.0702 3.7238 -1.9129
H 0.6160 6.6734 -2.5834
H -1.3882 5.3387 -1.8220
H -1.0535 2.9786 -1.2818
H 3.0346 3.2517 -1.9140


# 4
The following is a quantum chemistry calculation of a structure of composition C30H31FeIN9O5P2, from the OMol25 dataset.

Results
frontier orbital gap (spin up / spin down) = 0.2981 / 0.2942 Eh
charge = +1
ΔE to the lowest compared entry with this formula, charge and spin = 0.0 kJ/mol
2S+1 = 5

Cartesian coordinates (Å):
Fe -0.2862 -0.7633 0.0356
N -2.2484 1.0119 -0.3222
N -3.5081 0.5045 -0.0354
C -3.7164 -0.8314 -0.0477
N -4.9544 -1.2411 0.2101
N -2.6443 -1.5751 -0.3253
N -2.8512 -2.9296 -0.4464
O -1.8793 -3.5714 -0.7844
O -3.9437 -3.4434 -0.2319
H -1.8118 1.4294 0.4906
H -2.2816 1.6748 -1.0850
H -4.2438 1.1142 0.2826
H -5.6878 -0.5782 0.3866
H -5.1289 -2.2345 0.2143
O 1.8332 -0.4730 -0.3257
P 3.0112 0.3874 0.0365
C 2.7708 2.0757 -0.5863
P 1.2335 2.8160 0.0389
O 0.1662 1.7682 0.1348
C 0.7919 4.0950 -1.1415
C 0.4519 3.6663 -2.4285
C 0.0743 4.5832 -3.3932
C 0.0304 5.9374 -3.0787
C 0.3545 6.3671 -1.8018
C 0.7351 5.4490 -0.8313
C 1.6428 3.5733 1.6033
C 0.9405 3.1579 2.7301
C 1.2649 3.6700 3.9792
C 2.2781 4.6092 4.0945
C 2.9780 5.0351 2.9693
C 2.6686 4.5134 1.7253
C 4.4961 -0.1960 -0.7792
C 4.5260 -0.2012 -2.1777
C 5.6248 -0.7083 -2.8485
C 6.6980 -1.2209 -2.1276
C 6.6708 -1.2261 -0.7425
C 5.5712 -0.7155 -0.0648
C 3.3039 0.4384 1.7886
C 4.1701 1.3652 2.3681
C 4.3562 1.3642 3.7397
C 3.6907 0.4331 4.5292
C 2.8497 -0.5068 3.9521
C 2.6496 -0.5038 2.5800
H 2.6701 1.9752 -1.6704
H 3.6222 2.7267 -0.3839
H 0.4794 2.6083 -2.6713
H -0.1852 4.2482 -4.3887
H -0.2621 6.6567 -3.8322
H 0.3083 7.4194 -1.5556
H 0.9712 5.7923 0.1685
H 0.1596 2.4159 2.6303
H 0.7329 3.3245 4.8564
H 2.5313 5.0092 5.0678
H 3.7693 5.7667 3.0666
H 3.2268 4.8430 0.8550
H 3.6899 0.1937 -2.7454
H 5.6517 -0.7005 -3.9300
H 7.5586 -1.6157 -2.6512
H 7.5067 -1.6264 -0.1848
H 5.5534 -0.7221 1.0178
H 4.6904 2.0931 1.7568
H 5.0128 2.0929 4.1959
H 3.8208 0.4412 5.6034
H 2.3378 -1.2234 4.5780
H 1.9885 -1.2293 2.1208
N 0.3403 0.2910 6.2019
C -0.2717 0.3570 5.2223
N -0.9977 0.5340 4.1409
C -0.8978 -0.0013 3.0044
N -0.9464 -0.3973 1.8992
N 0.9781 -4.7058 -0.8452
C 0.9109 -3.3752 -0.9135
O 0.6324 -2.6944 0.0697
C 1.3054 -2.7628 -2.2436
I -0.0624 -1.2387 -2.8046
H 0.6804 -5.1513 0.0086
H 1.1323 -5.2740 -1.6584
H 1.3343 -3.4814 -3.0557
H 2.2650 -2.2662 -2.1215


# 5
The following is a quantum chemistry calculation of a structure of composition C30H31N11O2STi, from the OMol25 dataset.

Results
frontier orbital gap (spin up / spin down) = 0.1598 / 0.2300 Eh
charge = +2
ΔE to the lowest compared entry with this formula, charge and spin = 0.0 kJ/mol
2S+1 = 3

Cartesian coordinates (Å):
Ti -0.2920 0.3272 -0.5351
C -0.5985 -1.7690 3.4845
C -0.4174 -1.3637 2.0596
N -0.6440 -0.1716 1.6405
N -1.0620 0.7760 2.5260
C -1.2936 2.0443 2.0965
N -1.6683 2.9162 3.0281
S -1.1396 2.5035 0.4853
C 0.0666 -2.3019 1.0152
C 0.4095 -3.6141 1.2682
C 0.8687 -4.4070 0.2178
C 0.9688 -3.8611 -1.0436
C 0.6144 -2.5295 -1.2241
N 0.1745 -1.7737 -0.2232
H -1.5916 -1.4852 3.8414
H -0.5037 -2.8382 3.6297
H 0.1532 -1.2806 4.1118
H -1.0978 0.5485 3.5092
H -1.8065 2.6688 3.9946
H -1.8619 3.8653 2.7527
H 0.3345 -4.0325 2.2597
H 1.1438 -5.4371 0.3994
H 1.3154 -4.4383 -1.8883
H 0.6879 -2.0539 -2.1957
N -2.3278 -0.2450 -0.9302
C -3.4308 -0.4426 -1.1828
C -4.8043 -0.6815 -1.4850
C -5.3041 -1.9830 -1.4275
C -6.6277 -2.2063 -1.7591
C -7.4358 -1.1429 -2.1448
C -6.9316 0.1509 -2.1976
C -5.6104 0.3916 -1.8671
H -4.6581 -2.8005 -1.1365
H -7.0321 -3.2082 -1.7202
H -8.4695 -1.3248 -2.4066
H -7.5691 0.9705 -2.4988
H -5.1989 1.3911 -1.9116
N 4.1038 1.0450 2.6629
N 3.3818 1.0056 1.4839
N 3.9204 1.1609 0.2935
C 2.8801 0.9810 -0.4988
N 1.7640 0.7476 0.2149
N 2.1117 0.7434 1.4855
H 5.0819 0.9501 2.4088
H 3.9584 1.9477 3.1048
H 2.9184 1.0382 -1.5741
C -1.2167 -4.6563 -4.0479
O -0.5836 -3.3841 -3.9823
C -1.3762 -2.2804 -4.1537
C -2.7582 -2.3094 -4.2062
C -3.4650 -1.1332 -4.4470
C -2.7876 0.0571 -4.6291
C -1.3981 0.0893 -4.5773
C -0.6796 -1.0704 -4.3326
N 0.7266 -1.1444 -4.3240
C 1.6153 -0.1208 -4.5818
C 1.6060 1.2120 -4.1060
C 2.4183 2.1478 -4.8029
C 2.4705 3.4776 -4.4649
C 1.7121 3.9563 -3.3942
C 0.9462 3.0691 -2.6602
C 0.9040 1.7185 -2.9876
O 0.2444 0.8760 -2.1423
H -1.7701 -4.7699 -4.9810
H -1.8917 -4.8039 -3.2012
H -0.4215 -5.3954 -4.0100
H -3.2921 -3.2427 -4.0982
H -4.5448 -1.1664 -4.5137
H -3.3306 0.9668 -4.8498
H -0.8739 1.0148 -4.7684
H 1.0484 -2.0483 -4.6391
H 2.4278 -0.3978 -5.2407
H 2.9904 1.7874 -5.6488
H 3.0903 4.1536 -5.0374
H 1.7306 5.0045 -3.1305
H 0.3792 3.4127 -1.8037


# 6
The following is a quantum chemistry calculation of a structure of composition C30H31N8O2V at a distorted geometry, from the OMol25 dataset.

Results
frontier orbital gap (spin up / spin down) = 0.1893 / 0.1152 Eh
charge = +1
ΔE to the lowest compared entry with this formula, charge and spin = 232.1 kJ/mol
2S+1 = 2

Cartesian coordinates (Å):
V 0.0332 0.1855 0.6036
O -4.0504 -4.8134 -1.3215
C -2.8843 -5.0269 -1.0371
O -2.1373 -5.9894 -1.0559
C -2.1377 -3.6957 -0.5433
C -0.7731 -3.7158 -0.2903
C -0.1405 -2.5195 0.0331
N -0.8309 -1.3673 0.1266
C -2.1568 -1.3464 -0.1138
C -2.8452 -2.5080 -0.4493
C -2.7138 -0.0046 -0.0303
C -4.0189 0.3113 -0.4171
C -4.4375 1.6261 -0.3779
C -3.5312 2.5931 0.0487
C -2.2609 2.2001 0.4251
N -1.8373 0.9394 0.3883
C 1.2784 -2.3271 0.2815
C 2.2237 -3.3515 0.1871
C 3.5497 -3.0781 0.4539
C 3.8947 -1.7734 0.7941
C 2.9042 -0.8105 0.8498
N 1.6185 -1.0558 0.6020
H -0.2510 -4.6565 -0.3645
H -3.9052 -2.5263 -0.6519
H -4.6812 -0.4666 -0.7583
H -5.4333 1.8993 -0.6853
H -3.8044 3.6349 0.0788
H -1.5508 2.9417 0.7707
H 1.9127 -4.3419 -0.0950
H 4.2987 -3.8512 0.3933
H 4.9178 -1.5060 1.0061
H 3.1636 0.2079 1.1155
N 1.0566 2.0119 1.2865
C 0.9303 2.0376 2.7186
C 1.4424 3.0590 3.4865
C 1.2816 3.0500 4.8757
C 0.6059 2.0261 5.4847
C 0.0755 0.9631 4.7289
C -0.6288 -0.1154 5.3050
C -1.0948 -1.1054 4.4762
C -0.8667 -1.0279 3.1002
N -0.2240 -0.0307 2.5133
C 0.2458 0.9638 3.3167
H 0.6229 2.8541 0.9064
H 2.0450 2.0827 1.0414
H 1.9725 3.8745 3.0164
H 1.6910 3.8577 5.4600
H 0.4679 2.0104 6.5533
H -0.7845 -0.1415 6.3725
H -1.6387 -1.9494 4.8703
H -1.2384 -1.8270 2.4707
C 2.8473 1.4667 -3.8605
N 1.8103 1.7175 -2.8816
C 2.2148 2.5910 -1.8102
C 0.7370 0.8935 -2.7296
N 0.1930 0.6754 -1.5682
N 0.2406 0.3437 -3.8864
C -0.6252 -0.8132 -3.8099
C 0.0679 1.1395 -5.0886
H 3.7432 1.0740 -3.3661
H 3.1165 2.4003 -4.3614
H 2.5197 0.7421 -4.5996
H 2.7218 3.4530 -2.2475
H 2.9059 2.0957 -1.1173
H 1.3261 2.9283 -1.2788
H -0.7101 0.2335 -1.7200
H -1.6599 -0.5579 -3.5516
H -0.2366 -1.5239 -3.0799
H -0.6303 -1.2953 -4.7860
H 0.5798 2.0929 -4.9950
H -0.9961 1.3359 -5.2551
H 0.4593 0.6064 -5.9565